This record from the Open Molecules 2025 dataset describes C23H31ClN6O2 in the gas phase in a non-equilibrium geometry. The level of theory is ωB97M-V/def2-TZVPD.

Bonds (Å) are listed after each position.
Cartesian coordinates (Å):
1 C 0.38709 4.74541 -1.99904  H2 1.087, H3 1.088, H4 1.087, C5 1.527
2 H -0.36110 4.04951 -2.37110  C1 1.087
3 H 0.88191 5.20124 -2.85407  C1 1.088
4 H -0.12685 5.52734 -1.44514  C1 1.087
5 C 1.41336 4.04830 -1.10818  C1 1.527, C6 1.527, C10 1.533, H63 1.097
6 C 2.46706 5.05457 -0.64954  C5 1.527, H7 1.087, H8 1.088, H9 1.088
7 H 1.99779 5.89393 -0.14175  C6 1.087
8 H 3.02178 5.43613 -1.50390  C6 1.088
9 H 3.17109 4.58954 0.03659  C6 1.088
10 C 2.08892 2.88500 -1.84303  C5 1.533, C11 1.532, H61 1.091, H62 1.091
11 C 1.23507 1.61585 -1.92514  C10 1.532, N12 1.442, H59 1.093, H60 1.091
12 N 0.99531 1.05650 -0.61809  C11 1.442, C13 1.355, C16 1.380
13 C -0.09022 1.14642 0.18703  N12 1.355, N14 1.325, C31 1.496
14 N 0.09820 0.55401 1.35706  C13 1.325, C15 1.348
15 C 1.35762 0.07413 1.31809  N14 1.348, C16 1.386, N22 1.358
16 C 1.95435 0.37530 0.10426  N12 1.380, C15 1.386, C17 1.430
17 C 3.29031 -0.02348 -0.21426  C16 1.430, O18 1.218, N19 1.398
18 O 3.88934 0.18081 -1.25513  C17 1.218
19 N 3.87640 -0.71260 0.85156  C17 1.398, C20 1.389, C27 1.454
20 C 3.30490 -1.02892 2.07753  N19 1.389, O21 1.211, N22 1.378
21 O 3.92199 -1.63950 2.92189  C20 1.211
22 N 2.00864 -0.61334 2.29144  C15 1.358, C20 1.378, C23 1.447
23 C 1.35751 -0.93826 3.54206  N22 1.447, H24 1.089, H25 1.087, H26 1.091
24 H 2.05076 -0.75926 4.36286  C23 1.089
25 H 0.47650 -0.30836 3.63148  C23 1.087
26 H 1.06590 -1.98991 3.55477  C23 1.091
27 C 5.24365 -1.17584 0.67990  N19 1.454, H28 1.087, H29 1.090, H30 1.089
28 H 5.56598 -0.88588 -0.31737  C27 1.087
29 H 5.88470 -0.72195 1.43514  C27 1.090
30 H 5.28398 -2.25848 0.79501  C27 1.089
31 C -1.41761 1.71720 -0.19879  C13 1.496, N32 1.454, H57 1.093, H58 1.092
32 N -2.44334 0.70558 -0.39889  C31 1.454, C33 1.453, C49 1.454
33 C -2.07634 -0.28451 -1.39745  N32 1.453, C34 1.532, H55 1.093, H56 1.104
34 C -3.28450 -1.19184 -1.65025  C33 1.532, N35 1.445, H53 1.089, H54 1.095
35 N -3.71337 -1.85340 -0.43941  C34 1.445, C36 1.384, C47 1.449
36 C -3.14551 -3.05258 -0.04566  N35 1.384, C37 1.402, C41 1.401
37 C -3.66957 -3.73535 1.06087  C36 1.402, C38 1.379, H46 1.078
38 C -3.15875 -4.95996 1.43707  C37 1.379, C39 1.385, Cl45 1.732
39 C -2.12708 -5.56751 0.74129  C38 1.385, C40 1.383, H44 1.077
40 C -1.62024 -4.90772 -0.36369  C39 1.383, C41 1.381, H43 1.080
41 C -2.11066 -3.67669 -0.75386  C36 1.401, C40 1.381, H42 1.078
42 H -1.66715 -3.20272 -1.61449  C41 1.078
43 H -0.81683 -5.35801 -0.92766  C40 1.080
44 H -1.73968 -6.52364 1.05169  C39 1.077
45 Cl -3.84297 -5.75956 2.81312  C38 1.732
46 H -4.49506 -3.32598 1.61953  C37 1.078
47 C -4.06220 -0.85425 0.54970  N35 1.449, H48 1.087, C49 1.533, H52 1.094
48 H -4.38478 -1.31950 1.47775  C47 1.087
49 C -2.86346 0.05768 0.83303  N32 1.454, C47 1.533, H50 1.091, H51 1.102
50 H -3.15160 0.83335 1.54479  C49 1.091
51 H -2.05068 -0.53742 1.27872  C49 1.102
52 H -4.88627 -0.25573 0.14984  C47 1.094
53 H -3.07086 -1.92395 -2.42795  C34 1.089
54 H -4.11826 -0.56756 -1.98800  C34 1.095
55 H -1.80547 0.23324 -2.32148  C33 1.093
56 H -1.21913 -0.89893 -1.07211  C33 1.104
57 H -1.76170 2.38038 0.59850  C31 1.093
58 H -1.33413 2.29652 -1.12021  C31 1.092
59 H 1.78182 0.86849 -2.50604  C11 1.093
60 H 0.27864 1.81407 -2.41047  C11 1.091
61 H 3.02175 2.62330 -1.34132  C10 1.091
62 H 2.33974 3.19149 -2.85951  C10 1.091
63 H 0.90335 3.65730 -0.21956  C5 1.097

Relative energy (zero: lowest compared OMol25 entry of this formula, charge and spin) = 6.6 kcal/mol
HOMO-LUMO gap = 8.39 eV
SMILES = CC(C)CCn1c(CN2CCN(c3cccc(Cl)c3)CC2)nc2c1c(=O)n(C)c(=O)n2C

These are the Löwdin partial charges, in e, on atoms 1 to 4:
1. C -0.07
2. H 0.06
3. H 0.08
4. H 0.08

---

This record from the Open Molecules 2025 dataset describes C23H31N3O2 in the gas phase. The level of theory is ωB97M-V/def2-TZVPD.

Bonds (Å) are listed after each position.
Cartesian coordinates (Å):
1 C 5.49200 3.02742 1.68021  N2 1.434, H57 1.092, H58 1.091, H59 1.088
2 N 5.01738 2.25734 0.56814  C1 1.434, C3 1.346, N6 1.328
3 C 5.47624 1.06416 0.14734  N2 1.346, C4 1.381, H56 1.070
4 C 4.70415 0.69028 -0.93432  C3 1.381, C5 1.404, C8 1.493
5 C 3.79959 1.75280 -1.08492  C4 1.404, N6 1.321, H7 1.073
6 N 4.00259 2.68666 -0.17267  N2 1.328, C5 1.321
7 H 3.02560 1.87346 -1.81795  C5 1.073
8 C 4.77410 -0.57262 -1.72776  C4 1.493, H9 1.091, H10 1.095, C11 1.538
9 H 3.88231 -0.64093 -2.35288  C8 1.091
10 H 5.64055 -0.54830 -2.39709  C8 1.095
11 C 4.89677 -1.80402 -0.81476  C8 1.538, C12 1.522, H54 1.091, H55 1.091
12 C 4.00227 -1.70818 0.41254  C11 1.522, O13 1.221, N14 1.349
13 O 4.47947 -1.43764 1.50339  C12 1.221
14 N 2.68282 -1.94740 0.26481  C12 1.349, C15 1.441, C48 1.451
15 C 1.95439 -2.21478 -0.94971  N14 1.441, H16 1.088, C17 1.542, H53 1.095
16 H 2.62748 -2.49937 -1.75552  C15 1.088
17 C 1.10577 -0.98930 -1.34562  C15 1.542, C18 1.530, H51 1.092, H52 1.091
18 C 0.87746 -0.09523 -0.12554  C17 1.530, H19 1.092, H20 1.090, C21 1.534
19 H 1.77660 0.49248 0.07218  C18 1.092
20 H 0.05734 0.59640 -0.32030  C18 1.090
21 C 0.58419 -0.95885 1.10812  C18 1.534, C22 1.525, H47 1.093, C48 1.538
22 C -0.66417 -1.79967 0.86278  C21 1.525, O23 1.212, C24 1.482
23 O -0.63106 -3.01091 0.82142  C22 1.212
24 C -1.92952 -1.06330 0.63575  C22 1.482, C25 1.394, C29 1.394
25 C -2.93321 -1.70916 -0.08385  C24 1.394, C26 1.381, H46 1.080
26 C -4.13998 -1.09091 -0.34450  C25 1.381, C27 1.391, H45 1.078
27 C -4.40048 0.19527 0.11645  C26 1.391, C28 1.395, C32 1.519
28 C -3.39854 0.83054 0.84977  C27 1.395, C29 1.379, H31 1.080
29 C -2.18647 0.22361 1.10561  C24 1.394, C28 1.379, H30 1.079
30 H -1.45389 0.75229 1.69626  C29 1.079
31 H -3.56342 1.82474 1.23677  C28 1.080
32 C -5.71337 0.91606 -0.13693  C27 1.519, C33 1.531, C37 1.535, C41 1.536
33 C -6.69952 0.07717 -0.95402  C32 1.531, H34 1.088, H35 1.087, H36 1.088
34 H -7.61655 0.64290 -1.10481  C33 1.088
35 H -6.95576 -0.84308 -0.43434  C33 1.087
36 H -6.29148 -0.16573 -1.93244  C33 1.088
37 C -5.42969 2.21197 -0.91017  C32 1.535, H38 1.088, H39 1.086, H40 1.088
38 H -4.94499 1.98658 -1.85790  C37 1.088
39 H -4.78300 2.87864 -0.34668  C37 1.086
40 H -6.36120 2.73486 -1.11515  C37 1.088
41 C -6.36824 1.24644 1.21206  C32 1.536, H42 1.088, H43 1.088, H44 1.086
42 H -7.32286 1.74239 1.05110  C41 1.088
43 H -6.54438 0.33414 1.77815  C41 1.088
44 H -5.74130 1.90249 1.80927  C41 1.086
45 H -4.87916 -1.63186 -0.91197  C26 1.078
46 H -2.74441 -2.71044 -0.44254  C25 1.080
47 H 0.38220 -0.31040 1.96484  C21 1.093
48 C 1.81230 -1.83050 1.41924  N14 1.451, C21 1.538, H49 1.091, H50 1.097
49 H 2.40890 -1.39959 2.22472  C48 1.091
50 H 1.47838 -2.83166 1.71867  C48 1.097
51 H 0.14787 -1.32981 -1.74340  C17 1.092
52 H 1.60125 -0.40802 -2.12441  C17 1.091
53 H 1.29278 -3.06373 -0.74567  C15 1.095
54 H 4.69697 -2.71817 -1.37563  C11 1.091
55 H 5.91661 -1.85879 -0.43044  C11 1.091
56 H 6.27952 0.56228 0.64540  C3 1.070
57 H 6.52285 3.34897 1.51635  C1 1.092
58 H 5.44568 2.43756 2.59728  C1 1.091
59 H 4.85228 3.90242 1.77528  C1 1.088

Relative energy (zero: lowest compared OMol25 entry of this formula, charge and spin) = 27.4 kcal/mol
HOMO-LUMO gap = 9.10 eV
SMILES = Cn1cc(CCC(=O)N2CCC[C@@H](C(=O)c3ccc(C(C)(C)C)cc3)C2)cn1

These are the Löwdin partial charges, in e, on atoms 1 to 4:
1. C -0.02
2. N -0.21
3. C -0.02
4. C -0.23

---

This record from the Open Molecules 2025 dataset describes C23H31N3O4S in the gas phase. The level of theory is ωB97M-V/def2-TZVPD.

Bonds (Å) are listed after each position.
Cartesian coordinates (Å):
1 C 6.15266 -1.78479 -0.18907  C2 1.523, H60 1.086, H61 1.087, H62 1.087
2 C 4.76714 -2.16520 -0.69320  C1 1.523, C3 1.528, H58 1.092, H59 1.092
3 C 3.72129 -2.05744 0.41584  C2 1.528, N4 1.442, H56 1.092, H57 1.102
4 N 3.60613 -0.69577 0.87563  C3 1.442, S5 1.653, H55 1.012
5 S 2.91833 -0.43675 2.35622  N4 1.653, O6 1.433, O7 1.437, C8 1.788
6 O 3.57886 -1.29366 3.29577  S5 1.433
7 O 2.93983 0.98354 2.57041  S5 1.437
8 C 1.22090 -0.97038 2.17660  S5 1.788, C9 1.380, C13 1.380
9 C 0.90225 -2.30014 2.36432  C8 1.380, C10 1.385, H54 1.078
10 C -0.40276 -2.71834 2.16694  C9 1.385, C11 1.391, H53 1.081
11 C -1.39004 -1.81327 1.79130  C10 1.391, C12 1.393, C16 1.503
12 C -1.04540 -0.47475 1.62050  C11 1.393, C13 1.382, H15 1.078
13 C 0.25752 -0.05312 1.80830  C8 1.380, C12 1.382, H14 1.078
14 H 0.53728 0.98123 1.69061  C13 1.078
15 H -1.80311 0.24495 1.35608  C12 1.078
16 C -2.80445 -2.27392 1.57730  C11 1.503, H17 1.090, H18 1.094, C19 1.534
17 H -2.84190 -3.36335 1.60660  C16 1.090
18 H -3.43215 -1.88572 2.38503  C16 1.094
19 C -3.37971 -1.76190 0.25117  C16 1.534, C20 1.523, H51 1.090, H52 1.093
20 C -4.04698 -0.40527 0.43665  C19 1.523, O21 1.217, N22 1.355
21 O -4.36707 0.00640 1.53656  C20 1.217
22 N -4.30860 0.31930 -0.67839  C20 1.355, C23 1.445, C44 1.449
23 C -3.98224 -0.00547 -2.04805  N22 1.445, H24 1.098, C25 1.548, H50 1.088
24 H -4.88873 -0.32345 -2.58059  C23 1.098
25 C -3.38912 1.25845 -2.71710  C23 1.548, N26 1.438, H48 1.090, H49 1.095
26 N -2.71365 2.09053 -1.75760  C25 1.438, C27 1.388, C42 1.452
27 C -1.37295 1.90157 -1.45157  N26 1.388, C28 1.398, C32 1.397
28 C -0.63413 0.81231 -1.92327  C27 1.398, C29 1.379, H41 1.079
29 C 0.72166 0.71701 -1.69125  C28 1.379, C30 1.392, H40 1.079
30 C 1.39685 1.69830 -0.97088  C29 1.392, C31 1.389, O35 1.370
31 C 0.66850 2.76349 -0.45785  C30 1.389, C32 1.382, H34 1.078
32 C -0.68807 2.86281 -0.70417  C27 1.397, C31 1.382, H33 1.079
33 H -1.21486 3.72586 -0.32783  C32 1.079
34 H 1.14824 3.53151 0.12727  C31 1.078
35 O 2.75123 1.53093 -0.84490  C30 1.370, C36 1.415
36 C 3.49207 2.52900 -0.16827  O35 1.415, H37 1.089, H38 1.093, H39 1.094
37 H 4.53708 2.25376 -0.30105  C36 1.089
38 H 3.31798 3.51481 -0.60799  C36 1.093
39 H 3.25821 2.53542 0.89991  C36 1.094
40 H 1.28225 -0.12188 -2.07486  C29 1.079
41 H -1.10704 0.02502 -2.48880  C28 1.079
42 C -3.62345 2.64930 -0.77429  N26 1.452, H43 1.090, C44 1.542, H47 1.098
43 H -3.08685 2.80270 0.16240  C42 1.090
44 C -4.79470 1.67642 -0.52810  N22 1.449, C42 1.542, H45 1.093, H46 1.090
45 H -5.60773 1.84058 -1.24064  C44 1.093
46 H -5.17984 1.79029 0.48525  C44 1.090
47 H -4.01163 3.61654 -1.11987  C42 1.098
48 H -2.70610 0.98667 -3.52129  C25 1.090
49 H -4.19419 1.85770 -3.15562  C25 1.095
50 H -3.26607 -0.82385 -2.08330  C23 1.088
51 H -2.57527 -1.70061 -0.48199  C19 1.090
52 H -4.13843 -2.45306 -0.12366  C19 1.093
53 H -0.65861 -3.75794 2.31296  C10 1.081
54 H 1.67408 -2.98446 2.67912  C9 1.078
55 H 3.28995 -0.03596 0.17584  N4 1.012
56 H 4.03142 -2.64047 1.28576  C3 1.092
57 H 2.75388 -2.44597 0.05741  C3 1.102
58 H 4.77286 -3.18948 -1.07135  C2 1.092
59 H 4.47892 -1.50204 -1.51192  C2 1.092
60 H 6.12446 -0.78848 0.24288  C1 1.086
61 H 6.87466 -1.79966 -1.00215  C1 1.087
62 H 6.47937 -2.47989 0.58021  C1 1.087

Relative energy (zero: lowest compared OMol25 entry of this formula, charge and spin) = 47.6 kcal/mol
HOMO-LUMO gap = 8.19 eV
SMILES = CCCNS(=O)(=O)c1ccc(CCC(=O)N2CCN(c3ccc(OC)cc3)CC2)cc1

These are the Löwdin partial charges, in e, on atoms 1 to 4:
1. C -0.11
2. C -0.24
3. C -0.26
4. N -0.12